1.
Entry from the Open Molecules 2025 dataset: a molecular structure, C20H37O3PPt at a distorted geometry (ωB97M-V/def2-TZVPD).

Each line ends with the Mulliken charge.
CARTESIAN COORDINATES (ANGSTROEM)
Pt  -0.45  -0.99  0.49  2.060
C  2.51  -2.81  -0.10  -0.895
O  1.77  -2.14  0.92  -0.092
C  1.79  -2.87  2.14  -0.609
C  0.76  -2.28  3.09  -0.719
O  -0.48  -2.34  2.40  -0.327
C  -1.68  -2.06  3.10  -0.708
C  -2.78  -2.65  2.21  -0.500
O  -2.58  -2.15  0.89  -0.318
C  -3.33  -2.85  -0.10  -0.876
H  3.54  -2.94  0.23  0.313
H  2.49  -2.18  -0.98  0.240
H  2.08  -3.79  -0.31  0.374
H  2.79  -2.81  2.59  0.450
H  1.55  -3.93  1.95  0.439
H  1.02  -1.25  3.36  0.261
H  0.71  -2.87  4.01  0.464
H  -1.82  -0.98  3.24  0.221
H  -1.68  -2.56  4.07  0.489
H  -3.77  -2.38  2.57  0.391
H  -2.68  -3.74  2.19  0.459
H  -4.37  -2.52  -0.08  0.309
H  -3.29  -3.93  0.06  0.415
H  -2.89  -2.61  -1.07  0.269
C  0.26  3.72  -0.01  -1.617
C  -0.31  2.43  0.57  2.005
C  -1.80  2.55  0.88  -1.679
C  0.43  2.03  1.85  -1.634
P  -0.05  0.98  -0.63  -0.754
C  1.69  1.11  -1.14  1.648
C  2.61  0.62  -0.20  -0.998
C  3.96  0.71  -0.44  -0.972
C  4.43  1.28  -1.62  -0.759
C  3.52  1.75  -2.56  -0.797
C  2.17  1.68  -2.32  -0.493
C  -1.22  0.93  -2.12  1.746
C  -1.34  2.23  -2.90  -1.611
C  -0.65  -0.21  -2.96  -1.596
C  -2.60  0.52  -1.60  -1.491
H  0.11  4.53  0.70  0.502
H  -0.24  4.00  -0.94  0.327
H  1.33  3.63  -0.20  0.352
H  -1.94  3.21  1.73  0.562
H  -2.23  1.58  1.12  0.266
H  -2.34  3.00  0.05  0.306
H  0.15  2.71  2.66  0.552
H  1.51  2.10  1.72  0.330
H  0.16  1.01  2.15  0.262
H  2.24  0.17  0.71  0.567
H  4.66  0.33  0.28  0.509
H  5.49  1.35  -1.81  0.434
H  3.89  2.20  -3.47  0.503
H  1.49  2.09  -3.05  0.209
H  -0.38  2.61  -3.23  0.250
H  -1.84  3.00  -2.33  0.339
H  -1.94  2.05  -3.79  0.523
H  0.32  0.03  -3.37  0.390
H  -1.32  -0.43  -3.79  0.550
H  -0.55  -1.12  -2.35  0.249
H  -3.12  1.36  -1.13  0.258
H  -2.53  -0.29  -0.87  0.072
H  -3.22  0.18  -2.43  0.577

For the HOMO energy (alpha / beta), the calculation gives -0.56454 / -0.56461 hartree. The orbital gap (alpha / beta) comes out at 0.215 / 0.229 Ha. The LUMO energy (alpha / beta) is -9.5228 / -9.1299 eV. Its net charge is +2.

2.
Entry from the Open Molecules 2025 dataset: a single C3H5N3O molecule at a distorted geometry (ωB97M-V/def2-TZVPD).

Each line ends with the Mulliken charge.
CARTESIAN COORDINATES (ANGSTROEM)
H  1.16  1.21  -1.17  0.251
N  1.90  1.09  -0.50  -0.610
C  2.09  -0.06  0.04  0.106
N  1.18  -1.13  -0.13  -0.515
C  -0.07  -0.87  -0.35  -0.035
N  -0.79  -0.07  0.56  -0.096
C  -2.11  0.35  0.19  0.056
O  -2.75  -0.05  -0.66  -0.384
H  2.85  -0.30  0.76  0.361
H  -0.64  -1.34  -1.15  0.352
H  -0.37  0.02  1.46  0.239
H  -2.45  1.14  0.97  0.275

For the HOMO energy, the calculation gives -0.33168 hartree. The orbital gap comes out at 0.328 Ha. The LUMO energy is -0.0872 eV. Its SMILES is [H]/N=C\N=C/NC=O. The calculation puts the energy above the lowest of the compared OMol25 structures with the same formula, charge and spin at 61.5 kcal per mole.

3.
Entry from the Open Molecules 2025 dataset: 2 unconnected molecules or ions with the total composition C4H11N2O at a distorted geometry (ωB97M-V/def2-TZVPD).

Each line ends with the Mulliken charge.
CARTESIAN COORDINATES (ANGSTROEM)
C  0.05  0.92  2.05  -0.035
C  0.51  -1.58  -0.80  -1.084
C  -0.45  0.35  -2.38  -0.763
C  -0.50  -0.88  -1.55  0.440
N  -0.31  0.71  0.79  -0.214
N  0.41  -0.09  2.91  -0.361
O  -0.64  1.90  0.15  -0.354
H  0.16  1.91  2.51  0.232
H  1.35  -0.97  -0.37  0.332
H  0.21  -2.12  0.04  0.368
H  0.97  -2.27  -1.54  0.364
H  0.59  0.59  -2.68  0.319
H  -0.79  1.03  -1.62  0.319
H  -1.17  0.32  -3.19  0.363
H  -1.42  -1.50  -1.47  0.324
H  0.92  0.22  3.79  0.253
H  0.48  -1.08  2.67  0.213
H  -0.37  2.56  0.70  0.287

For the HOMO energy, the calculation gives -0.45472 hartree. The orbital gap comes out at 0.240 Ha. The LUMO energy is -5.8450 eV. Its net charge is +1. The calculation puts the energy above the lowest of the compared OMol25 structures with the same formula, charge and spin at 127.7 kcal per mole.

4.
Entry from the Open Molecules 2025 dataset: a single C6H5N3O molecule at a distorted geometry (ωB97M-V/def2-TZVPD).

Each line ends with the Mulliken charge.
CARTESIAN COORDINATES (ANGSTROEM)
C  -0.83  2.73  1.27  -0.690
C  -0.95  1.90  0.25  -0.413
C  -0.27  0.70  0.09  0.700
N  0.56  -0.01  0.97  -0.550
C  0.72  -1.13  0.38  0.458
C  1.57  -2.18  0.88  0.123
N  2.27  -3.05  1.36  -0.507
C  0.22  -1.10  -0.94  0.417
N  0.26  -2.00  -1.89  -0.499
O  -0.40  -0.01  -1.04  -0.353
H  -1.62  3.66  1.40  0.211
H  -0.39  2.50  2.25  0.316
H  -1.48  2.44  -0.49  0.303
H  -0.27  -2.76  -1.65  0.227
H  0.61  -1.69  -2.85  0.257

For the HOMO energy, the calculation gives -0.30195 hartree. The orbital gap comes out at 0.304 Ha. The LUMO energy is 0.0425 eV. Its SMILES is C=Cc1nc(C#N)c(N)o1. The calculation puts the energy above the lowest of the compared OMol25 structures with the same formula, charge and spin at 72.8 kcal per mole.

5.
Entry from the Open Molecules 2025 dataset: a single C4H3N5O molecule at a distorted geometry (ωB97M-V/def2-TZVPD).

Each line ends with the Mulliken charge.
CARTESIAN COORDINATES (ANGSTROEM)
N  2.99  -1.13  0.33  -0.548
O  1.32  1.77  0.56  -0.632
N  0.15  -1.87  -1.51  -0.534
N  -1.33  -0.38  -0.53  -0.613
N  1.91  -1.05  -0.28  0.563
C  0.20  1.18  0.69  0.199
C  -1.16  -1.60  -1.35  -0.261
C  -0.18  -0.04  -0.14  0.713
C  0.76  -0.90  -0.76  0.605
N  -0.67  1.89  1.39  -0.381
H  -1.86  -2.31  -1.60  0.421
H  -1.67  1.74  1.26  0.240
H  -0.46  2.70  1.93  0.227

For the HOMO energy, the calculation gives -0.34798 hartree. The orbital gap comes out at 0.308 Ha. The LUMO energy is -1.0877 eV. The calculation puts the energy above the lowest of the compared OMol25 structures with the same formula, charge and spin at 48.5 kcal per mole.

6.
Entry from the Open Molecules 2025 dataset: 2 unconnected molecules or ions with the total composition C5H10O2 at a distorted geometry (ωB97M-V/def2-TZVPD).

Each line ends with the Mulliken charge.
CARTESIAN COORDINATES (ANGSTROEM)
C  0.75  2.62  0.78  -1.020
C  0.65  1.23  1.40  -0.336
O  0.51  0.23  0.46  -0.256
C  -0.28  -1.78  -0.54  0.107
C  -1.68  -2.12  -0.89  -1.027
C  0.59  -1.09  -1.39  -0.023
O  1.68  -0.67  -0.94  -0.440
H  -0.14  2.82  0.17  0.279
H  0.83  3.40  1.55  0.360
H  1.63  2.68  0.13  0.268
H  1.52  1.02  2.05  0.285
H  -0.24  1.17  2.06  0.261
H  0.12  -2.11  0.41  0.357
H  -1.86  -3.20  -0.79  0.317
H  -2.37  -1.64  -0.19  0.269
H  -1.95  -1.81  -1.90  0.327
H  0.22  -0.75  -2.37  0.272

For the HOMO energy (alpha / beta), the calculation gives -0.32805 / -0.34547 hartree. The orbital gap (alpha / beta) comes out at 0.305 / 0.312 Ha. The LUMO energy (alpha / beta) is -0.6352 / -0.9176 eV. The calculation puts the energy above the lowest of the compared OMol25 structures with the same formula, charge and spin at 130.0 kcal per mole.

| no. | E_tot (eV) |
| --- | --- |
| 1 | -40000.895 |
| 2 | -9707.915 |
| 3 | -9343.320 |
| 4 | -12817.388 |
| 5 | -13691.287 |
| 6 | -9437.407 |